1.
C42H55N4O4P2Sr | the ωB97M-V functional and the def2-TZVPD basis

For the calculated total energy, the calculation gives -2866.83600 hartree. The total charge is +1. The gap between HOMO and LUMO comes out at 8.18 eV. Its relative energy (zero: lowest compared OMol25 entry of this formula, charge and spin) is 48.1 kJ/mol. The maximum force comes out at 0.64 eV Å⁻¹.

CARTESIAN COORDINATES (ANGSTROEM)
Sr1 0.8817 0.8683 -0.7756
P1 1.5792 -1.6330 1.5038
P2 -2.3038 1.3977 -1.3344
O1 1.1202 3.3247 -0.8076
O2 -0.2878 -4.1963 -7.2822
O3 2.7192 -6.1975 -2.5510
O4 1.4176 2.3108 1.1165
N1 2.0699 -1.2163 -2.2662
N2 3.7044 1.7116 -0.9198
N3 -0.7308 0.0451 1.6080
N4 -0.2589 -0.7711 -3.7155
C1 4.2561 -1.8055 2.0646
C2 1.6099 -2.1708 -3.0865
C3 0.3043 -2.9219 1.2926
C4 -1.6425 -4.8665 0.8316
C5 -1.4349 -1.1027 -5.7827
C6 5.5437 -3.8208 2.2910
C7 -3.5387 -0.9675 -0.6482
C8 -0.9548 -4.3081 -0.2378
C9 5.4767 -2.4330 2.2585
C10 -3.2942 -0.0873 -1.8806
C11 -3.2249 2.1279 0.1071
C12 3.0851 -2.5536 1.9200
C13 -0.7394 -2.8653 -7.4462
C14 -1.3639 -4.4524 2.1276
C15 0.0092 -3.3369 -0.0061
C16 3.0901 -1.5504 -1.4680
C17 2.0899 -3.4763 -3.0517
C18 -1.2218 -0.4541 -4.5799
C19 3.9269 3.1775 -0.8278
C20 -0.0197 0.0943 2.8404
C21 -0.3601 0.9903 3.8423
C22 0.3903 1.0435 5.0053
C23 0.4097 -2.4905 -5.2443
C24 -3.5097 2.9119 -3.5345
C25 3.6423 -5.2282 -2.1070
C26 1.7672 3.1640 0.2627
C27 0.5406 -1.7896 -4.0492
C28 3.1589 -3.9419 1.9683
C29 -4.5877 0.0674 -2.6834
C30 1.0884 -0.7471 2.9991
C31 3.1179 -3.8163 -2.1874
C32 3.6550 -2.8097 -1.3985
C33 -4.6371 2.6504 -0.1451
C34 -0.3938 -3.4861 2.3588
C35 -0.9868 2.8668 -3.3369
C36 -0.5942 -2.1466 -6.1353
C37 -2.3232 2.7889 -2.5796
C38 -2.3655 3.2292 0.7427
C39 4.3855 -4.5707 2.1479
C40 3.1524 3.7685 0.3468
C41 1.4745 0.1960 5.1838
C42 1.8229 -0.6954 4.1815
H1 4.2084 -0.7211 2.0315
H2 -0.1837 -3.1612 3.3716
H3 3.9843 -5.4260 -1.0858
H4 -2.2478 -0.7908 -6.4262
H5 -2.3999 -5.6199 0.6588
H6 -0.3366 -4.6524 -8.1270
H7 3.5517 3.6134 -1.7523
H8 -2.5785 -0.6301 -2.5002
H9 2.2619 -4.5393 1.8594
H10 -5.1137 -0.8902 -2.7035
H11 -2.6500 -1.0554 -0.0193
H12 2.6765 -1.3489 4.3084
H13 -5.0731 3.0035 0.7919
H14 6.4955 -4.3146 2.4360
H15 3.4666 -0.7715 -0.8184
H16 -3.8126 -1.9755 -0.9642
H17 -0.2031 3.2685 -2.6947
H18 -5.3028 1.8916 -0.5534
H19 -5.2691 0.8018 -2.2583
H20 2.0500 0.2347 6.0988
H21 6.3747 -1.8411 2.3806
H22 -4.4718 2.7854 -3.0418
H23 -1.4844 0.7205 1.6043
H24 -1.1735 -4.6178 -1.2525
H25 -1.0794 3.5321 -4.1979
H26 -1.7843 -2.8280 -7.7681
H27 -1.2086 1.6516 3.7087
H28 -2.8161 3.5587 1.6816
H29 1.0833 -3.2967 -5.4943
H30 -4.3979 0.3540 -3.7168
H31 4.4328 -5.6517 2.1878
H32 -4.3572 -0.5814 -0.0373
H33 -4.6216 3.4983 -0.8329
H34 3.1261 4.8535 0.2501
H35 -1.3349 2.9217 0.9369
H36 -1.1363 -0.8746 1.4610
H37 -3.4971 3.8977 -4.0035
H38 -0.1386 -2.3393 -8.1979
H39 1.6478 -4.2438 -3.6713
H40 -0.6542 1.8981 -3.7114
H41 4.1238 1.2789 -0.0996
H42 4.2306 1.3628 -1.7149
H43 3.6067 3.5066 1.3020
H44 -1.9039 -4.8833 2.9606
H45 -1.8800 0.3591 -4.2977
H46 -2.3115 4.1060 0.0953
H47 0.5381 -2.8972 -0.8435
H48 4.5124 -5.3161 -2.7608
H49 -3.3015 1.2948 0.8153
H50 4.9886 3.4194 -0.7373
H51 4.4630 -2.9993 -0.7027
H52 -3.4468 2.1765 -4.3393
H53 0.1226 1.7491 5.7807
H54 -2.3389 3.6562 -1.9130
H55 2.0011 -6.2640 -1.9126

Cartesian forces, eV/Å:
-0.344 -0.501 -0.205
-0.095 0.161 -0.381
0.167 0.136 -0.001
-0.163 0.301 -0.214
-0.004 0.009 0.018
-0.027 0.035 -0.027
0.072 -0.049 0.541
0.310 -0.076 0.124
0.058 0.036 0.135
-0.021 0.010 -0.010
0.005 0.008 0.036
0.053 -0.054 -0.010
-0.044 0.087 0.033
0.015 -0.073 0.019
0.003 -0.001 -0.003
0.015 0.003 -0.033
-0.011 -0.025 0.007
-0.036 0.016 0.022
0.005 0.012 0.004
-0.025 0.034 -0.009
-0.034 0.006 0.034
0.039 0.000 -0.009
0.069 0.038 0.078
0.015 -0.008 -0.009
0.006 0.019 0.010
-0.025 -0.019 0.023
-0.014 -0.062 -0.039
-0.052 -0.006 -0.027
-0.006 0.003 -0.015
0.023 0.008 -0.094
0.182 0.037 0.053
-0.018 -0.035 -0.006
-0.012 0.020 0.038
0.025 0.019 0.037
0.002 -0.048 -0.046
0.019 -0.016 -0.002
0.161 -0.149 -0.195
-0.116 -0.029 -0.057
0.011 -0.013 -0.020
-0.009 -0.032 -0.053
-0.015 0.093 0.051
0.037 0.018 0.025
-0.032 0.045 0.004
-0.015 0.024 -0.054
-0.041 0.015 0.025
0.002 0.040 0.060
0.003 0.001 0.012
0.002 0.002 0.009
-0.001 -0.023 0.030
0.010 -0.010 0.015
-0.080 0.059 0.050
0.004 -0.012 0.013
-0.095 -0.059 -0.036
-0.007 0.005 0.002
0.013 -0.007 -0.003
-0.008 0.000 0.005
0.003 -0.008 -0.004
0.003 0.003 -0.015
0.014 -0.002 -0.023
0.000 0.012 0.012
-0.002 -0.014 0.014
-0.006 0.017 0.007
0.021 -0.011 -0.014
-0.003 -0.010 -0.024
0.016 0.007 0.015
0.003 0.006 -0.002
-0.001 0.002 -0.003
0.020 0.037 0.009
-0.016 0.009 -0.003
0.016 -0.026 0.016
0.014 0.004 0.045
0.004 -0.048 0.008
0.003 -0.003 -0.004
0.002 -0.012 0.000
0.026 0.032 -0.009
-0.011 0.069 -0.029
-0.014 -0.010 0.005
-0.004 0.017 0.008
-0.010 -0.017 0.015
0.003 -0.002 -0.014
0.012 -0.024 0.006
0.001 0.011 0.000
-0.012 -0.003 0.042
0.002 0.005 -0.004
0.025 0.012 0.016
-0.002 -0.009 -0.005
-0.024 0.002 -0.005
0.005 -0.046 0.017
-0.006 0.001 -0.017
0.020 0.003 0.002
-0.025 0.015 -0.011
0.010 0.015 -0.011
-0.017 0.003 -0.024
0.018 -0.002 -0.002
-0.048 -0.065 -0.012
-0.003 0.000 0.007
0.005 0.003 0.003
0.036 0.005 0.002
-0.008 0.004 0.010
0.026 0.020 0.006
0.007 -0.011 0.009
-0.012 0.020 0.027
0.001 0.004 -0.012
0.006 -0.019 0.008
-0.006 0.021 0.006
0.001 0.000 -0.003
-0.086 0.017 -0.041
0.015 -0.025 0.022


2.
C33H28BClN3O7S | the ωB97M-V functional and the def2-TZVPD basis

For the calculated total energy, the calculation gives -2848.41967 hartree. The total charge is +1. The gap between HOMO and LUMO comes out at 8.30 eV. The maximum force comes out at 1.20 eV Å⁻¹.

CARTESIAN COORDINATES (ANGSTROEM)
Cl1 1.2564 1.2120 -4.1005
S1 0.5481 1.4989 -0.3891
O1 -3.6185 3.0099 -1.0051
O2 1.7009 -7.8328 -0.8042
O3 -7.5621 5.5657 1.5872
O4 5.2476 -4.5263 1.4978
O5 3.7367 -0.1814 0.5944
O6 0.2800 2.8106 0.1015
O7 0.9863 0.4687 0.4953
N1 3.3258 3.4611 -1.7770
N2 3.5347 2.1528 0.1374
N3 1.8827 1.7140 -1.5187
C1 4.3966 -6.7284 1.3424
C2 -8.3806 3.9586 -2.1850
C3 1.4976 2.3687 -2.7962
C4 -6.1024 3.1976 -2.2875
C5 -6.8994 4.3765 -0.3413
C6 3.4237 -3.4221 -0.2953
C7 -6.6823 4.9672 1.0119
C8 -5.1092 5.3034 2.9016
C9 -5.8696 3.7230 -1.0214
C10 3.0528 1.3333 2.6300
C11 1.6040 -3.7840 -1.8248
C12 3.4637 -7.5851 0.7519
C13 -3.0780 3.9444 1.5758
C14 4.4398 -5.2811 1.0005
C15 2.5203 -5.6328 -0.5938
C16 -4.5227 3.5661 -0.4095
C17 -8.1540 4.4902 -0.9265
C18 2.5102 -2.9252 -1.2088
C19 5.2669 -8.5639 2.6237
C20 2.9245 2.4324 -0.9815
C21 3.4345 -8.9280 1.1077
C22 -5.3348 4.7883 1.6312
C23 -0.7596 0.8987 -1.3771
C24 -4.3151 4.1100 0.9622
C25 1.6088 -5.1335 -1.5182
C26 3.4336 -4.7767 0.0153
C27 2.4911 -7.0924 -0.2639
C28 5.2996 -7.2241 2.2756
C29 -7.3540 3.3154 -2.8671
C30 -2.8608 4.4523 2.8450
C31 -3.8754 5.1351 3.5068
C32 4.3329 -9.4142 2.0429
C33 2.6347 3.3491 -3.0741
B1 3.3808 0.9919 1.1536
H1 2.0249 1.0395 2.8583
H2 0.8975 -3.4006 -2.5502
H3 -2.2962 3.4193 1.0436
H4 -5.2929 2.6985 -2.8022
H5 -9.3594 4.0451 -2.6379
H6 4.3076 -10.4596 2.3207
H7 3.2315 -0.9363 0.9423
H8 2.2087 4.3099 -3.3557
H9 2.5106 -1.8686 -1.4517
H10 0.5678 2.9181 -2.6532
H11 2.7032 -9.5743 0.6419
H12 0.9157 -5.8207 -1.9847
H13 -0.3889 0.2376 -2.1563
H14 3.3203 3.0080 -3.8478
H15 3.1290 2.3992 2.8542
H16 4.2589 2.8319 0.3540
H17 -1.3199 1.7308 -1.8016
H18 -1.8988 4.3189 3.3227
H19 4.1550 -2.7818 0.1813
H20 -1.3630 0.3331 -0.6642
H21 -3.7021 5.5357 4.4969
H22 5.9700 -8.9490 3.3504
H23 4.3368 3.4284 -1.8772
H24 -5.9129 5.8299 3.3983
H25 -8.9378 4.9973 -0.3804
H26 -7.5340 2.9046 -3.8519
H27 6.0176 -6.5465 2.7171
H28 3.7139 0.7880 3.3083

Cartesian forces, eV/Å:
0.042 -0.095 -0.044
0.300 0.025 0.000
0.161 -0.124 -0.083
-0.007 -0.009 0.008
-0.009 -0.001 0.007
-0.003 0.012 0.031
-0.834 -0.173 -0.072
-0.167 0.028 0.027
0.141 -0.061 0.157
0.348 -1.075 -0.390
0.117 0.203 0.243
-0.641 0.612 0.007
0.009 0.029 0.002
-0.006 0.009 0.015
0.058 0.067 0.372
-0.020 -0.006 -0.023
-0.006 0.020 0.034
-0.014 0.101 -0.034
0.053 -0.024 -0.036
0.021 0.003 0.024
0.027 -0.019 0.009
0.094 0.056 0.085
-0.006 -0.021 0.007
-0.025 0.001 -0.023
0.017 0.007 0.018
-0.059 -0.033 -0.043
-0.018 -0.041 0.019
-0.043 0.054 0.078
-0.015 -0.003 -0.033
0.005 0.002 0.005
0.011 0.021 0.003
0.440 -0.520 -0.163
0.025 -0.025 0.018
-0.045 -0.007 0.003
-0.177 -0.001 -0.257
0.008 -0.003 -0.040
-0.013 0.038 -0.022
0.009 -0.009 0.040
0.040 0.054 0.011
0.009 -0.032 0.015
0.018 -0.005 -0.001
0.007 -0.010 -0.016
-0.015 0.008 0.000
-0.017 -0.005 -0.014
-0.167 0.480 0.031
0.042 0.027 -0.427
0.044 -0.056 0.002
0.003 -0.003 0.007
-0.001 0.022 -0.005
-0.001 0.000 0.010
0.006 0.002 -0.002
0.004 0.004 -0.003
0.576 0.053 0.153
0.183 0.018 -0.092
0.015 -0.005 -0.013
-0.057 -0.110 -0.090
0.003 0.010 -0.008
0.003 -0.004 0.013
0.105 -0.095 0.106
-0.124 -0.116 0.009
0.009 -0.044 -0.028
-0.232 0.071 0.236
-0.084 -0.017 0.148
-0.001 0.007 -0.004
0.062 -0.049 -0.034
-0.094 0.102 -0.081
0.000 -0.006 -0.002
-0.005 0.000 -0.001
-0.019 0.657 0.142
-0.006 -0.010 -0.009
0.012 0.004 0.004
-0.002 0.000 0.005
-0.010 0.005 -0.004
-0.085 -0.001 -0.004


3.
C30H43ClN2O15 | the ωB97M-V functional and the def2-TZVPD basis

As for the SMILES: [H]/N=C(/C)CC1=C(Cl)C(=O)C(NCCC)=C(CCO)C1=O.C[C@@H]1COC(=O)O1.C[C@@H]1COC(=O)O1.C[C@@H]1COC(=O)O1.C[C@@H]1COC(=O)O1. For the calculated total energy, the calculation gives -2867.14469 hartree. The gap between HOMO and LUMO comes out at 7.63 eV. The maximum force comes out at 3.63 eV Å⁻¹.

CARTESIAN COORDINATES (ANGSTROEM)
Cl1 0.9738 -4.0121 -2.2950
O1 -0.7735 4.6199 -3.1532
O2 -1.5785 -8.6064 -4.5321
O3 -3.6394 -7.9798 -3.8921
O4 0.5604 1.7856 4.8636
O5 -4.2085 -0.9052 2.9247
O6 -3.9478 -1.2186 0.6984
O7 -1.4387 2.3873 3.9918
O8 3.7592 1.7138 1.5195
O9 -0.3067 4.3584 -0.9545
O10 0.0420 3.9622 4.6602
O11 4.5474 -0.1748 -2.0371
O12 0.2406 -1.2395 -4.0642
O13 1.2318 5.2455 -2.3598
O14 -3.2647 -10.1159 -4.5378
O15 -5.1262 0.5487 1.4805
N1 2.2333 -2.9272 1.1488
N2 -0.2159 1.1494 -2.0375
C1 3.7369 -3.1696 -0.9483
C2 1.2136 3.8863 5.4657
C3 0.0199 4.7082 -2.0527
C4 2.1952 0.5480 -1.5937
C5 -2.8658 -9.0071 -4.3402
C6 -1.4145 0.4540 -1.4807
C7 -1.5668 -7.1839 -4.4190
C8 1.6514 -2.3073 -2.3079
C9 3.4323 -2.9942 0.6365
C10 0.8516 -1.0961 -2.9992
C11 1.7505 2.5247 5.1303
C12 2.4826 1.4060 0.8620
C13 -1.6013 0.6349 0.0984
C14 4.6536 -2.8775 1.6850
C15 3.3768 -0.5145 -1.7923
C16 -4.6669 0.2102 3.6888
C17 -5.2584 -0.2452 5.0056
C18 2.1244 6.4931 -4.2345
C19 -0.1349 5.3692 -4.1819
C20 2.5022 1.8217 -0.7062
C21 0.9337 0.2833 -2.1818
C22 -2.7536 -6.9228 -3.5373
C23 -0.3800 2.6835 4.4600
C24 -4.3864 -0.5852 1.6155
C25 2.5395 1.8880 6.2542
C26 1.3108 5.2988 -3.7841
C27 -5.6673 0.8413 2.7647
C28 -1.9495 2.1684 0.5032
C29 2.9049 -2.0483 -1.6909
C30 -0.2572 -6.7007 -3.8340
H1 -0.3028 -5.6393 -3.5806
H2 -0.3185 4.9166 -5.1573
H3 -0.7511 0.2144 0.7256
H4 1.7766 4.3712 -4.1330
H5 -2.5306 -6.9974 -2.4684
H6 1.9117 4.6828 5.2040
H7 -1.0772 2.6067 1.0819
H8 2.3496 2.5458 4.2133
H9 2.0451 6.6436 -5.3131
H10 2.3562 0.2684 0.9702
H11 3.1773 6.3500 -3.9801
H12 -0.0420 1.9458 -1.4127
H13 -2.3290 0.9531 -1.9683
H14 -4.4716 -0.6277 5.6602
H15 0.9242 3.9970 6.5152
H16 1.8008 7.4032 -3.7228
H17 -2.8801 2.1562 1.1537
H18 3.5642 2.2236 -0.8870
H19 -5.7677 0.5744 5.5167
H20 -3.2126 -5.9535 -3.7372
H21 -1.4715 -0.6580 -1.6967
H22 2.9631 0.9360 5.9255
H23 -0.5418 6.3851 -4.1785
H24 1.5435 -3.0350 0.3876
H25 0.0065 -7.2703 -2.9387
H26 -3.8135 0.8731 3.8672
H27 0.5547 -6.8522 -4.5497
H28 -6.6666 0.3998 2.8320
H29 3.4855 -4.2296 -1.2576
H30 -5.9651 -1.0656 4.8551
H31 5.6050 -3.1487 1.1146
H32 -1.7117 -6.7628 -5.4195
H33 3.5768 2.4453 2.1367
H34 -2.5355 0.0334 0.3985
H35 4.8622 -2.9636 -1.0529
H36 -2.1571 2.7983 -0.4294
H37 -5.7449 1.9194 2.9125
H38 1.6847 1.9652 1.4460
H39 4.6911 -1.8204 2.1169
H40 3.3547 2.5356 6.5836
H41 4.4916 -3.6436 2.5233
H42 1.8053 2.7010 -0.8737
H43 1.8945 1.6644 7.1077

Cartesian forces, eV/Å:
0.672 2.378 -0.209
0.287 0.057 0.614
-0.675 -0.168 0.052
0.266 -0.398 -0.152
-0.449 0.490 -0.281
-0.050 0.172 -0.827
-0.660 0.151 0.650
0.541 0.165 0.294
-1.074 0.391 -0.121
0.347 0.164 -0.672
-0.207 -0.469 -0.093
-3.229 -1.254 1.090
1.586 0.384 3.098
-0.653 -0.381 0.252
0.236 0.700 0.120
0.308 -0.504 -0.080
2.248 -0.315 -1.734
1.051 -2.101 0.052
0.501 1.464 1.043
0.257 0.605 0.007
-0.226 -0.143 0.511
-1.039 -0.370 -0.784
-0.296 -0.914 -0.179
-1.730 0.153 0.798
0.900 0.595 0.265
2.486 0.982 1.302
-0.895 0.155 1.432
-1.115 -0.315 -0.980
0.781 -0.334 0.719
0.230 -0.318 0.030
-1.186 0.315 0.049
-0.491 -0.587 -1.088
0.505 0.766 -0.482
-0.234 0.115 1.129
0.253 -0.409 0.126
0.360 0.057 0.347
-0.318 -0.114 -0.586
0.660 -0.386 0.518
2.070 0.183 1.648
-0.375 0.535 0.126
-0.753 -0.274 -0.344
0.087 -0.626 -0.376
-0.023 -0.494 -0.071
0.683 0.648 -0.675
-0.288 0.595 0.016
0.381 -0.712 -0.220
-2.293 -0.791 -1.379
0.280 -0.281 -0.196
-0.156 -0.224 -0.204
-0.111 -0.074 0.182
-0.765 0.577 -0.963
-0.126 -0.013 0.034
0.154 -0.008 -0.080
-0.203 0.009 -0.066
-1.248 -0.228 -0.729
-0.070 0.061 -0.001
-0.028 -0.091 0.058
-0.090 1.710 -0.190
-0.076 -0.015 -0.115
0.328 -0.390 -0.515
1.224 -0.910 0.689
-0.063 0.121 -0.017
0.081 -0.159 -0.012
-0.155 -0.104 -0.092
1.253 0.212 -0.720
-1.524 -0.811 0.059
0.073 0.011 -0.085
-0.107 -0.173 0.006
0.421 1.383 -0.115
0.041 0.128 0.010
0.163 0.015 0.038
0.137 0.159 0.343
-0.199 0.058 0.009
-0.039 0.007 -0.126
-0.067 0.117 0.038
0.086 -0.078 0.102
0.212 1.455 0.181
-0.043 0.161 -0.112
-1.085 0.582 1.039
-0.098 -0.021 0.059
0.306 -0.479 -0.526
2.017 0.887 -0.926
-1.725 -0.343 -0.207
0.324 -0.844 1.420
0.060 -0.079 -0.195
0.577 -0.898 -0.973
0.030 -1.503 -0.682
-0.057 0.009 -0.089
0.167 1.247 -1.240
0.684 -1.229 0.029
-0.020 0.199 -0.075